Entry 1:
C29H45F4N4O2SSeSiTi as an isolated structure, computed with wB97M-V/def2-TZVPD.

Last column: Löwdin charge in e.
Element x y z (Å)
Ti1 -0.2674 -0.0753 0.0843  0.827
C1 3.2715 1.0478 0.6815  -0.196
C2 2.9731 -0.4318 0.4138  -0.166
N1 1.7506 -0.9134 1.0612  -0.147
C3 1.8406 -1.1915 2.4888  -0.298
C4 1.8346 0.0245 3.3960  -0.431
S1 0.5311 1.2308 3.0181  0.919
C5 1.5433 2.7168 2.8027  -0.435
C6 1.9491 3.0362 1.3517  -0.276
N2 2.1046 1.8732 0.5373  -0.095
H1 4.0904 1.3338 -0.0004  0.122
H2 3.6704 1.1807 1.6905  0.101
H3 3.8444 -1.0214 0.7414  0.121
H4 2.8577 -0.5950 -0.6590  0.114
H5 1.4303 -1.7754 0.6133  0.080
H6 2.7398 -1.7877 2.7190  0.127
H7 0.9653 -1.8011 2.7162  0.022
H8 2.7858 0.5509 3.3774  0.056
H9 1.6902 -0.3271 4.4201  0.066
H10 2.4170 2.6120 3.4477  0.065
H11 0.9719 3.5548 3.2074  0.069
H12 2.8438 3.6852 1.3983  0.115
H13 1.1610 3.6363 0.8962  0.098
H14 1.7822 1.9530 -0.4182  0.095
C7 -4.0520 0.9294 1.8328  -0.093
N3 -2.8162 1.2554 2.5115  -0.283
C8 -2.9752 1.1205 3.9337  -0.125
C9 -2.3083 2.5589 2.1803  -0.235
C10 -1.7388 2.7449 0.7500  -0.195
N4 -1.5828 1.5474 -0.0709  -0.091
C11 -2.0213 1.6925 -1.3618  -0.199
C12 -2.4226 0.5282 -2.0445  -0.158
F1 -2.3003 -0.6303 -1.3586  0.042
C13 -2.8917 0.5125 -3.3342  -0.215
F2 -3.2730 -0.6538 -3.8752  0.092
C14 -2.9934 1.6830 -4.0690  0.052
C15 -2.5691 2.8377 -3.4455  -0.229
F3 -2.5902 4.0008 -4.1251  0.073
C16 -2.0851 2.8586 -2.1489  -0.148
F4 -1.5771 4.0344 -1.7130  0.067
H15 -4.8860 1.5752 2.1719  0.085
H16 -4.3110 -0.1116 2.0273  0.076
H17 -3.9319 1.0439 0.7600  0.075
H18 -2.0247 1.2991 4.4386  0.054
H19 -3.7252 1.8239 4.3478  0.087
H20 -3.3045 0.1120 4.1647  0.057
H21 -1.5250 2.7916 2.9069  0.060
H22 -3.0928 3.3302 2.3352  0.117
H23 -0.7832 3.2733 0.8472  0.084
H24 -2.4040 3.4425 0.2419  0.105
H25 -3.3523 1.6842 -5.0853  0.126
C17 3.8204 -1.5180 -6.8941  -0.084
C18 3.0088 -1.2547 -5.6606  -0.298
C19 2.5781 -2.2880 -4.8265  -0.048
C20 1.8337 -2.0844 -3.6846  -0.203
C21 1.4495 -3.2877 -2.8686  -0.057
C22 1.4876 -0.7398 -3.2937  -0.075
C23 1.8710 0.3285 -4.1913  -0.197
C24 1.4345 1.7546 -3.9858  -0.049
C25 2.6121 0.0418 -5.3126  -0.048
C26 0.8403 -0.4693 -2.0813  -0.526
O1 0.3417 -1.3946 -1.2567  -0.230
O2 0.6741 0.7221 -1.5414  -0.193
H26 4.0251 -2.5841 -7.0037  0.063
H27 4.7852 -1.0015 -6.8704  0.068
H28 3.3069 -1.1892 -7.8027  0.068
H29 2.8391 -3.3105 -5.0833  0.100
H30 1.7727 -4.1927 -3.3869  0.066
H31 0.3760 -3.3413 -2.6894  0.081
H32 1.9110 -3.2746 -1.8785  0.074
H33 1.9334 2.2323 -3.1410  0.073
H34 0.3667 1.8250 -3.7777  0.069
H35 1.6545 2.3303 -4.8867  0.069
H36 2.8781 0.8661 -5.9689  0.106
C27 -3.5343 -2.8650 3.9724  -0.228
Si1 -1.7082 -2.8817 3.4935  0.061
C28 -0.7258 -2.0670 4.8885  -0.219
C29 -1.1818 -4.6875 3.4355  -0.244
Se1 -1.3822 -1.9863 1.4972  0.420
H37 -3.7493 -3.6860 4.6609  0.020
H38 -4.1642 -2.9862 3.0924  0.020
H39 -3.8222 -1.9391 4.4663  0.001
H40 -1.0129 -2.4681 5.8633  0.027
H41 -0.8916 -0.9912 4.8991  0.008
H42 0.3438 -2.2412 4.7647  0.010
H43 -1.3909 -5.1920 4.3823  0.020
H44 -0.1148 -4.7680 3.2275  0.019
H45 -1.7099 -5.2114 2.6396  0.021

The net charge is -1. The total energy is -5839.7459 Ha. The calculation puts the relative energy (zero: lowest compared OMol25 entry of this formula, charge and spin) at 141.98 kJ/mol. Its expectation value of S² is 2.037. The spin multiplicity is 3. The value obtained for the HOMO energy (spin up / spin down) is -1.86 / -4.82 eV.

Entry 2:
A 2-piece molecular cluster, C29H46BF8N5O7P overall, computed with wB97M-V/def2-TZVPD.

Last column: Löwdin charge in e.
Element x y z (Å)
C1 2.4204 -3.6576 4.5495  -0.094
C2 1.2224 -4.2648 3.8190  -0.213
C3 0.0219 -3.3100 3.7732  -0.180
O1 -0.5018 -3.1143 2.4595  -0.141
C4 0.3404 -2.3070 1.6859  -0.147
N1 -0.3458 -2.0640 0.3970  0.028
C5 -1.5908 -2.6048 0.2957  -0.264
N2 -1.7155 -3.9092 0.1177  0.020
O2 -2.9981 -4.4047 0.1084  -0.038
C6 -3.4520 -4.8199 1.4359  -0.187
C7 -4.9620 -4.6894 1.4676  -0.044
C8 -0.6223 -4.8131 -0.0885  -0.172
C9 0.1175 -4.7105 -1.2508  0.016
C10 1.1738 -5.5984 -1.4247  -0.109
N3 1.4779 -6.5429 -0.5417  0.085
C11 0.7392 -6.6414 0.5579  -0.110
C12 -0.3210 -5.7865 0.8430  0.009
N4 -2.6576 -1.7971 0.2806  0.207
C13 -2.5171 -0.5103 1.0421  -0.043
B1 -2.7598 -0.7891 2.6173  -0.628
O3 -4.0181 -1.1854 3.0022  0.191
O4 -1.8200 -0.6319 3.5617  0.036
C14 -2.1586 -0.8041 4.9432  -0.024
C15 -1.2714 0.2888 0.5221  -0.385
C16 -1.7842 1.3101 -0.5097  -0.120
C17 -0.7879 2.3819 -0.9736  -0.175
C18 -1.2910 3.8171 -0.7541  -0.247
O5 -0.2075 4.7322 -0.6499  -0.064
N5 -0.5622 0.9506 1.6142  0.175
C19 -0.9193 1.9659 2.1651  -0.297
O6 -1.1930 2.9781 2.6615  0.205
C20 -0.3088 -0.7084 -0.1862  -0.312
P1 1.4308 -0.0145 -0.5102  1.070
C21 1.2854 0.1316 -2.3552  -0.400
C22 1.5974 -1.1210 -3.1835  -0.141
C23 2.5918 -1.4343 -0.3280  -0.411
C24 3.4294 -1.3703 0.9733  -0.153
H1 2.6493 -2.6595 4.1686  0.069
H2 2.2083 -3.5518 5.6140  0.081
H3 3.3089 -4.2769 4.4480  0.078
H4 1.5152 -4.5476 2.8077  0.095
H5 0.9202 -5.1619 4.3597  0.111
H6 -0.8044 -3.6942 4.3690  0.128
H7 0.2946 -2.3363 4.1931  0.119
H8 0.5251 -1.3486 2.1838  0.144
H9 1.2885 -2.8039 1.5020  0.103
H10 -2.9759 -4.1638 2.1681  0.117
H11 -3.1272 -5.8453 1.5987  0.117
H12 -5.2846 -4.4015 2.4672  0.086
H13 -5.2903 -3.9222 0.7646  0.081
H14 -5.4631 -5.6185 1.2109  0.084
H15 -0.1105 -3.9703 -2.0046  0.116
H16 1.7857 -5.5393 -2.3147  0.116
H17 1.0007 -7.4246 1.2565  0.117
H18 -0.8631 -5.8824 1.7712  0.113
H19 -3.5128 -2.2977 0.4880  0.138
H20 -3.3896 0.0760 0.7427  0.143
H21 -4.6881 -1.1763 2.3146  0.109
H22 -2.9421 -0.1066 5.2317  0.104
H23 -2.4896 -1.8228 5.1348  0.096
H24 -1.2629 -0.5945 5.5208  0.100
H25 -2.1738 0.7464 -1.3608  0.130
H26 -2.6568 1.8132 -0.0785  0.121
H27 0.1567 2.3092 -0.4339  0.076
H28 -0.5879 2.2743 -2.0390  0.105
H29 -1.8980 3.8635 0.1539  0.108
H30 -1.8879 4.1480 -1.6021  0.124
H31 0.0180 4.8080 0.2818  0.085
H32 -0.7349 -0.8376 -1.1819  0.115
H33 1.9071 0.9721 -2.6558  0.079
H34 0.2420 0.3950 -2.5357  0.050
H35 2.6635 -1.2249 -3.3717  0.072
H36 1.1189 -1.0456 -4.1605  0.076
H37 1.2226 -2.0244 -2.7015  0.046
H38 2.0902 -2.3990 -0.4152  0.056
H39 3.2641 -1.3841 -1.1831  0.071
H40 3.3798 -2.3041 1.5303  0.053
H41 4.4799 -1.2159 0.7341  0.073
H42 3.1173 -0.5487 1.6167  0.055
C25 0.8007 7.3141 -3.3671  -0.047
C26 1.5772 6.1846 -4.0476  -0.442
C27 3.0123 5.9305 -3.5779  -0.304
F1 3.7840 7.0134 -3.7900  0.100
F2 3.5171 4.8938 -4.2877  0.095
F3 1.5517 6.3409 -5.3858  0.139
F4 0.9032 5.0297 -3.7504  0.087
O7 0.7521 8.5441 -4.0484  0.057
C28 1.7222 9.4854 -3.9064  -0.551
C29 2.4629 9.7452 -5.2266  -0.284
F5 2.9999 8.5995 -5.6911  0.099
F6 3.4578 10.6251 -4.9873  0.105
F7 2.5841 9.1780 -2.9218  0.151
F8 1.1180 10.6526 -3.5776  0.144
H43 -0.2337 6.9744 -3.3594  0.149
H44 1.1013 7.4335 -2.3256  0.148
H45 3.0212 5.6721 -2.5157  0.172
H46 1.7722 10.1566 -5.9645  0.176

The net charge is +1. The total energy is -3098.0143 Ha. The value obtained for the HOMO energy is -11.22 eV.